No. 1
C3H9N3S | the ωB97M-V functional and the def2-TZVPD basis

CARTESIAN COORDINATES (ANGSTROEM)
N  -0.089  1.882  0.125
N  2.305  -0.175  -0.520
H  -0.808  -1.271  0.495
C  -0.202  -0.481  0.038
H  -3.364  -1.048  -1.120
N  -2.062  0.823  -0.154
H  1.419  0.118  1.529
H  -2.440  1.798  -0.081
H  0.095  -0.757  -0.938
H  3.065  0.196  0.196
H  2.607  -0.957  -1.164
H  0.946  1.756  -0.024
H  1.287  -1.716  0.864
S  -3.326  -0.374  0.059
C  -0.738  0.824  0.101
C  1.306  -0.617  0.594

Forces on atoms 1 to 3 (eV/Å):
N 1.76 2.43 -0.13
N 0.52 0.05 3.66
H -0.05 0.31 -0.20

As for the highest occupied orbital energy: -8.98 eV. The value obtained for the energy above the lowest of the compared OMol25 structures with the same formula, charge and spin is 56.0 kcal/mol. The value obtained for the lowest unoccupied orbital energy is 0.7 eV. The structure (SMILES) is [H]/N=C(\CCN)NS.

---

No. 2
C3H9N4 | the ωB97M-V functional and the def2-TZVPD basis

CARTESIAN COORDINATES (ANGSTROEM)
H  -2.076  0.137  1.925
H  1.419  -0.341  -1.248
C  0.936  -0.258  -0.320
C  0.119  -1.435  0.218
H  -1.741  1.882  0.468
H  0.741  -2.234  0.434
H  -0.680  -1.497  -0.408
N  0.555  1.774  -1.328
H  1.644  0.089  0.524
H  0.030  2.543  -1.616
N  0.120  0.933  -0.359
C  -0.914  1.113  0.378
H  1.298  1.619  -2.012
N  -0.419  -1.027  1.501
H  -0.811  -1.929  1.865
N  -1.406  -0.094  1.252

Forces on atoms 1 to 3 (eV/Å):
H -0.65 0.45 1.44
H 0.51 -0.51 -1.09
C 1.22 0.41 4.39

As for the highest occupied orbital energy: -12.65 eV. Its net charge is +1. The value obtained for the energy above the lowest of the compared OMol25 structures with the same formula, charge and spin is 111.6 kcal/mol. The value obtained for the lowest unoccupied orbital energy is -3.8 eV. The structure (SMILES) is N[N+]1=CNNCC1.

---

No. 3
C3H9N4 | the ωB97M-V functional and the def2-TZVPD basis

CARTESIAN COORDINATES (ANGSTROEM)
H  -2.512  -0.935  -0.691
H  0.352  0.612  1.482
C  1.596  1.047  -0.371
N  -0.542  0.585  0.963
H  2.495  1.330  -1.017
H  0.045  -1.640  -1.087
C  0.050  -1.552  0.008
H  3.028  -0.426  -0.191
H  -2.133  0.843  -0.107
N  -1.965  -0.147  -0.429
N  -0.860  -0.415  0.270
C  1.968  -0.191  0.125
H  0.762  1.041  -1.118
N  1.336  -1.239  0.230
H  -0.361  -2.421  0.507
H  1.498  2.190  0.109

Forces on atoms 1 to 3 (eV/Å):
H -0.94 -0.15 -0.22
H -0.55 -1.01 -0.59
C -0.22 8.06 -3.35

As for the highest occupied orbital energy (alpha / beta): -14.34 / -14.34 eV. Its net charge is +1. The value obtained for the energy above the lowest of the compared OMol25 structures with the same formula, charge and spin is 152.1 kcal/mol. The value obtained for the lowest unoccupied orbital energy (alpha / beta) is -5.4 / -5.4 eV. The structure (SMILES) is [H]/N=[N+](/N)C/N=C\C.

---

No. 4
C3H9N4 | the ωB97M-V functional and the def2-TZVPD basis

CARTESIAN COORDINATES (ANGSTROEM)
H  -1.744  -0.654  1.173
C  -0.096  1.178  0.806
H  -1.314  1.228  -0.970
H  1.734  1.239  1.868
C  -0.699  0.538  -0.409
N  0.111  -0.217  -1.319
H  2.480  0.004  -0.302
C  1.044  0.845  1.281
H  -0.814  1.915  1.151
N  1.944  -0.606  0.246
N  0.900  -1.112  -0.401
H  1.088  -1.973  -0.834
H  -2.634  -0.619  -0.229
H  -1.031  -1.454  -0.160
N  -1.599  -0.647  0.104
H  0.632  0.334  -2.005

Forces on atoms 1 to 3 (eV/Å):
H 0.77 0.05 -1.87
C -2.13 0.41 -1.03
H -0.18 0.20 0.02

As for the highest occupied orbital energy: -13.61 eV. Its net charge is +1. The value obtained for the energy above the lowest of the compared OMol25 structures with the same formula, charge and spin is 141.4 kcal/mol. The value obtained for the lowest unoccupied orbital energy is -3.6 eV.

---

No. 5
C3H9N4 | the ωB97M-V functional and the def2-TZVPD basis

CARTESIAN COORDINATES (ANGSTROEM)
N  0.182  0.436  0.479
N  -0.749  -0.945  -2.267
C  2.439  1.025  0.327
H  -1.292  0.322  1.922
H  2.149  2.128  0.009
H  -2.066  -1.720  -0.447
C  -1.770  -0.652  -0.158
N  -0.949  -0.283  -1.291
C  -0.901  -0.300  1.025
H  3.250  0.915  1.111
H  2.950  0.668  -0.548
H  -0.497  -1.168  1.470
H  -1.257  -1.855  -2.230
N  1.386  0.267  0.807
H  -0.168  1.267  -0.021
H  -2.708  -0.107  -0.189

Forces on atoms 1 to 3 (eV/Å):
N 3.54 2.72 1.13
N -0.05 -1.34 -1.05
C 1.06 3.79 0.47

As for the highest occupied orbital energy: -13.45 eV. Its net charge is +1. The value obtained for the energy above the lowest of the compared OMol25 structures with the same formula, charge and spin is 130.4 kcal/mol. The value obtained for the lowest unoccupied orbital energy is -5.8 eV. The structure (SMILES) is [H]/N=N\CC/[NH+]=N/C.

---

No. 6
C3H9N4 | the ωB97M-V functional and the def2-TZVPD basis

CARTESIAN COORDINATES (ANGSTROEM)
H  1.773  -1.875  -0.115
H  -3.045  1.061  -0.381
N  -2.367  0.341  -0.247
H  -1.333  -1.981  0.551
C  1.613  1.376  0.004
N  -0.526  -1.699  0.108
C  1.332  -0.061  -0.129
H  1.166  1.778  -0.873
N  -0.077  -0.386  0.052
H  -0.828  1.610  0.022
H  -2.752  -0.557  -0.058
H  2.677  1.478  0.196
C  -1.050  0.497  -0.044
H  0.228  -2.368  0.313
N  2.136  -0.989  -0.158
H  1.054  1.774  0.759

Forces on atoms 1 to 3 (eV/Å):
H -0.69 -2.63 -0.15
H 0.20 0.81 0.14
N 1.76 -1.93 0.85

As for the highest occupied orbital energy: -14.21 eV. Its net charge is +1. The value obtained for the energy above the lowest of the compared OMol25 structures with the same formula, charge and spin is 68.7 kcal/mol. The value obtained for the lowest unoccupied orbital energy is -4.2 eV. The structure (SMILES) is [H]/N=C(C)\[N+](N)=C\N.